[1]
The following is a quantum chemistry calculation of one molecule with the formula C6H9N, from OMol25.

Summary:
* Kohn-Sham gap: 8.87 eV
* SMILES string: Cc1c[nH]c(C)c1
* relative energy (zero: lowest compared OMol25 entry of this formula, charge and spin): 1.7 kcal/mol

Element x y z (Å)
C 2.367 -1.089 0.317
C 0.958 -0.636 0.075
C -0.110 -1.427 -0.265
N -1.221 -0.625 -0.368
C -0.888 0.678 -0.107
C -1.926 1.756 -0.079
C 0.458 0.698 0.167
H 2.421 -2.179 0.407
H 2.765 -0.664 1.245
H 3.044 -0.790 -0.491
H -0.165 -2.493 -0.441
H -2.133 -0.935 -0.661
H -2.300 1.926 0.938
H -1.517 2.700 -0.448
H -2.788 1.501 -0.707
H 1.035 1.578 0.419

Atomic forces in eV per Å
C 0.103 -0.035 0.017
C -0.099 -0.086 -0.014
C 0.128 -0.056 0.021
N -0.115 0.010 -0.065
C 0.011 -0.075 -0.015
C -0.026 0.068 -0.007
C -0.006 0.064 0.016
H -0.032 0.160 -0.042
H -0.069 -0.047 -0.108
H -0.128 -0.018 0.087
H 0.001 0.164 0.026
H 0.132 0.047 0.100
H 0.051 -0.024 -0.147
H -0.039 -0.126 0.065
H 0.160 0.017 0.067
H -0.072 -0.061 -0.002

[2]
The following is a quantum chemistry calculation of a 2-piece molecular cluster, C6H9N overall in a non-equilibrium geometry, from OMol25.

Summary:
* Kohn-Sham gap (spin up / spin down): 8.40 / 8.26 eV
* relative energy (zero: lowest compared OMol25 entry of this formula, charge and spin): 121.6 kcal/mol

Element x y z (Å)
C -2.679 1.856 0.277
C 0.668 -0.116 0.328
C 1.411 0.812 -0.188
C -1.656 -0.302 -0.481
C 2.901 0.940 0.046
C -2.101 -1.572 0.161
N -2.200 0.843 -0.073
H 0.818 -0.939 0.988
H 0.984 1.575 -0.826
H -1.298 -0.320 -1.501
H 3.082 1.453 0.990
H 3.358 1.514 -0.757
H 3.369 -0.042 0.092
H -2.891 -2.033 -0.440
H -2.486 -1.386 1.163
H -1.279 -2.282 0.222

Atomic forces in eV per Å
C 0.128 -0.293 -0.091
C -2.923 -0.207 -1.009
C 0.583 0.336 -0.170
C 3.598 -1.061 0.714
C -0.138 -0.082 0.146
C -0.190 -0.134 -0.107
N -1.012 1.804 0.381
H 0.210 -0.452 0.278
H -0.245 0.025 -0.111
H -0.201 0.009 -0.069
H 0.123 0.082 -0.008
H 0.081 0.004 0.001
H 0.051 0.049 0.031
H -0.096 -0.049 0.087
H 0.038 -0.005 -0.036
H -0.008 -0.027 -0.036

[3]
The following is a quantum chemistry calculation of a 2-piece molecular cluster, C6H9N overall, from OMol25.

Summary:
* Kohn-Sham gap: 8.03 eV
* relative energy (zero: lowest compared OMol25 entry of this formula, charge and spin): 156.6 kcal/mol

Element x y z (Å)
C -1.806 0.271 -0.868
N -0.676 0.068 -0.337
C 0.432 1.024 -0.075
C 0.973 0.443 1.240
C 0.126 -0.750 1.656
C 0.068 -1.086 0.159
C 1.343 -0.226 -0.030
H -2.448 -0.544 -1.168
H 0.144 1.428 -2.875
H -2.103 1.308 -0.965
H 0.417 1.558 -2.179
H 1.600 1.060 1.871
H -0.838 -0.588 2.144
H 0.715 -1.492 2.191
H -0.215 -2.065 -0.221
H 2.268 -0.408 -0.546

Atomic forces in eV per Å
C 0.188 0.001 0.246
N -0.581 0.366 -0.012
C -0.025 0.321 0.071
C 0.224 -0.001 0.334
C -0.146 -0.167 0.261
C -0.048 -0.282 -0.142
C 0.458 0.016 -0.267
H -0.048 -0.117 0.150
H 0.089 0.054 0.008
H 0.072 -0.003 -0.388
H -0.126 -0.003 -0.301
H -0.154 -0.077 -0.019
H -0.013 0.014 0.102
H -0.023 -0.118 0.079
H 0.074 0.019 -0.028
H 0.057 -0.022 -0.094

[4]
The following is a quantum chemistry calculation of C6H9N as an isolated structure, from OMol25.

Summary:
* Kohn-Sham gap (spin up / spin down): 9.10 / 9.10 eV
* relative energy (zero: lowest compared OMol25 entry of this formula, charge and spin): 98.3 kcal/mol

Element x y z (Å)
C 2.089 -0.169 0.119
N 0.713 -0.519 -0.220
C -0.224 -0.026 0.836
C -0.627 1.247 0.104
C -0.786 0.368 -1.122
C -1.652 -0.752 -0.744
C -1.302 -1.030 0.527
H 2.366 -0.748 1.022
H 2.772 -0.485 -0.669
H 2.281 0.887 0.362
H 0.162 0.028 1.858
H 0.223 1.924 -0.011
H -1.512 1.810 0.434
H -0.833 0.779 -2.140
H -2.205 -1.372 -1.442
H -1.465 -1.943 1.086

Atomic forces in eV per Å
C 0.097 0.176 -0.256
N -0.091 0.069 -0.085
C -0.181 -0.049 0.338
C 0.068 0.058 0.097
C 0.290 -0.029 -0.021
C 0.167 -0.078 -0.005
C -0.293 -0.074 -0.066
H -0.241 0.146 -0.306
H -0.047 0.069 -0.077
H -0.087 0.079 -0.072
H 0.016 -0.133 -0.162
H -0.070 -0.045 0.173
H 0.076 -0.223 -0.111
H 0.485 -0.315 0.328
H 0.052 0.140 0.177
H -0.243 0.209 0.048

[5]
The following is a quantum chemistry calculation of one molecule with the formula C6H9N in a non-equilibrium geometry, from OMol25.

Summary:
* Kohn-Sham gap: 8.89 eV
* SMILES string: C=C1/C(=C/C)N1C
* relative energy (zero: lowest compared OMol25 entry of this formula, charge and spin): 103.3 kcal/mol

Element x y z (Å)
C -2.115 -0.350 2.008
C -1.111 -0.306 1.135
C -0.425 -0.512 -0.078
C -0.119 -0.937 -1.395
C 1.149 -0.622 -2.179
N 0.258 0.135 0.937
C 0.905 1.371 1.053
H -1.999 0.017 2.981
H -3.067 -0.784 1.663
H -1.067 -1.240 -1.894
H 1.631 0.270 -2.086
H 0.847 -0.671 -3.153
H 1.850 -1.418 -2.004
H 0.257 2.175 0.469
H 1.197 1.720 1.996
H 1.810 1.151 0.549

Atomic forces in eV per Å
C -0.054 -0.671 -2.212
C 0.526 0.664 0.679
C 2.333 -0.711 -4.649
C -2.540 2.082 3.541
C -1.717 -2.727 1.902
N -2.296 -2.601 2.252
C -1.564 1.742 -3.229
H -0.011 0.588 1.124
H 0.595 0.143 0.450
H 1.208 -0.266 0.033
H 1.020 2.665 0.967
H -0.485 -0.282 -2.834
H 0.551 -0.373 -0.019
H 1.527 -1.067 1.148
H -0.271 0.113 1.706
H 1.178 0.701 -0.860

[6]
The following is a quantum chemistry calculation of one molecule with the formula C6H9N, from OMol25.

Summary:
* Kohn-Sham gap: 9.98 eV
* SMILES string: CN1[C@@H]2C=CC[C@@H]21
* relative energy (zero: lowest compared OMol25 entry of this formula, charge and spin): 49.7 kcal/mol

Element x y z (Å)
C -1.706 1.253 -0.782
N -0.521 0.460 -0.559
C 0.671 0.842 0.216
C 1.826 -0.009 -0.214
C 1.506 -1.300 -0.101
C 0.196 -1.530 0.622
C -0.338 -0.117 0.746
H -1.842 2.128 -0.131
H -1.724 1.579 -1.826
H -2.549 0.568 -0.631
H 0.791 1.846 0.627
H 2.744 0.370 -0.648
H 2.084 -2.119 -0.511
H -0.505 -2.142 0.041
H 0.359 -2.021 1.590
H -0.991 0.191 1.561

Atomic forces in eV per Å
C -0.065 0.130 -0.033
N -0.090 -0.071 -0.092
C 0.154 0.103 -0.036
C -0.085 -0.158 -0.130
C 0.177 0.060 0.098
C 0.045 0.011 0.070
C -0.172 -0.185 0.164
H 0.108 -0.069 0.064
H -0.004 0.100 0.155
H -0.020 0.266 -0.064
H -0.141 -0.214 -0.183
H -0.147 0.005 -0.020
H 0.114 0.050 0.172
H 0.151 0.039 0.093
H -0.015 0.046 -0.107
H -0.011 -0.112 -0.152

[7]
The following is a quantum chemistry calculation of one molecule with the formula C6H9N in a non-equilibrium geometry, from OMol25.

Summary:
* Kohn-Sham gap (spin up / spin down): 8.82 / 6.72 eV
* relative energy (zero: lowest compared OMol25 entry of this formula, charge and spin): 130.1 kcal/mol

Element x y z (Å)
C -0.572 2.398 -0.670
C -0.637 0.592 1.746
C -0.040 -0.059 0.738
C 0.562 0.609 -0.431
C -0.129 -1.542 0.704
C 0.911 -0.171 -1.697
N 0.623 2.000 -0.365
H -1.521 1.799 -0.580
H -1.316 -0.097 2.330
H -0.598 1.672 1.768
H -1.037 -1.980 1.078
H 0.081 -2.091 -0.237
H 0.614 -1.991 1.369
H 1.427 -1.142 -1.389
H 1.686 0.359 -2.151
H -0.055 -0.355 -2.214

Atomic forces in eV per Å
C 1.880 -0.932 1.334
C -1.043 -0.831 0.598
C 0.496 0.092 -2.496
C -0.916 -2.393 1.839
C 1.010 -1.994 -0.197
C -0.418 -1.182 2.744
N -2.068 1.943 -1.846
H 0.629 0.284 -0.567
H 0.918 1.558 -0.023
H -0.322 -0.149 0.593
H -0.754 0.317 0.139
H -0.319 0.851 0.253
H 0.241 0.227 0.167
H -1.052 1.101 -0.504
H 0.698 1.066 -1.675
H 1.021 0.043 -0.358

[8]
The following is a quantum chemistry calculation of one molecule with the formula C6H9N in a non-equilibrium geometry, from OMol25.

Summary:
* Kohn-Sham gap: 9.74 eV
* SMILES string: C1=C[C@H]2CCN2C1
* relative energy (zero: lowest compared OMol25 entry of this formula, charge and spin): 56.4 kcal/mol

Element x y z (Å)
C -0.723 -0.606 -1.631
C -0.390 -1.355 -0.574
C -0.349 -0.672 0.716
C 1.015 -0.295 1.419
C 0.829 1.084 0.785
N -0.608 0.733 0.418
C -0.953 0.749 -1.080
H -0.754 -0.887 -2.666
H 0.110 -2.296 -0.738
H -1.162 -1.125 1.305
H 1.782 -0.957 1.128
H 0.987 -0.298 2.483
H 1.455 1.255 -0.118
H 0.937 1.952 1.400
H -1.952 1.263 -1.222
H -0.226 1.456 -1.623

Atomic forces in eV per Å
C -0.234 -0.094 2.328
C 1.898 -1.140 -2.264
C -0.711 0.016 1.560
C -1.743 -0.467 -0.757
C -0.361 -0.486 -1.801
N 0.298 0.793 -1.747
C 0.323 3.664 -0.071
H -0.040 -0.067 -0.157
H -0.413 -0.673 0.283
H 0.425 0.065 0.550
H 1.307 -0.296 -0.578
H -0.327 0.053 0.857
H -0.275 -0.210 0.362
H -0.137 0.431 0.579
H 0.820 -0.959 0.063
H -0.831 -0.629 0.791

[9]
The following is a quantum chemistry calculation of C6H9N as an isolated structure, from OMol25.

Summary:
* Kohn-Sham gap: 10.40 eV
* relative energy (zero: lowest compared OMol25 entry of this formula, charge and spin): 126.4 kcal/mol

Element x y z (Å)
C 2.275 0.409 -0.097
C 1.416 -0.809 0.060
C 1.290 -2.037 0.416
C -0.091 -0.895 -0.517
N -1.137 -0.623 0.446
C -2.237 0.184 -0.057
C -1.248 0.747 0.896
H 2.339 0.706 -1.152
H 3.295 0.213 0.250
H 1.896 1.268 0.468
H 0.004 -0.115 -1.290
H -0.358 -1.815 -1.048
H -3.232 -0.103 0.275
H -2.180 0.531 -1.091
H -0.534 1.467 0.495
H -1.497 0.875 1.946

Atomic forces in eV per Å
C -0.042 -0.027 0.044
C -0.196 -0.534 0.142
C 0.459 0.529 -0.161
C -0.123 0.120 -0.247
N 0.177 -0.049 -0.040
C -0.217 0.058 -0.141
C 0.098 0.276 0.147
H -0.081 -0.115 0.200
H -0.257 -0.089 -0.032
H -0.031 -0.208 -0.070
H -0.112 -0.010 -0.065
H 0.231 0.135 0.188
H 0.206 0.037 -0.028
H 0.000 -0.070 0.189
H -0.136 -0.062 0.062
H 0.025 0.008 -0.187

[10]
The following is a quantum chemistry calculation of one molecule with the formula C6H9N, from OMol25.

Summary:
* Kohn-Sham gap: 9.09 eV
* relative energy (zero: lowest compared OMol25 entry of this formula, charge and spin): 91.5 kcal/mol

Element x y z (Å)
C -1.622 -2.285 -1.818
C -0.598 -1.285 -1.358
C 1.263 1.825 0.386
C 0.920 0.567 0.454
C 0.829 2.862 1.393
C 0.657 -0.701 0.627
N -0.351 -1.432 -0.074
H -2.060 -2.942 -1.041
H -2.434 -1.767 -2.341
H -1.141 -2.920 -2.575
H 1.918 2.141 -0.426
H 0.740 2.410 2.385
H -0.136 3.309 1.137
H 1.567 3.668 1.451
H 1.263 -1.302 1.302
H -0.815 -2.148 0.497

Atomic forces in eV per Å
C -0.066 0.007 -0.086
C -0.167 -0.338 0.470
C -0.019 -0.251 0.015
C 0.042 0.037 0.077
C -0.054 0.056 0.073
C 0.217 0.195 0.043
N -0.032 0.101 -0.321
H 0.114 0.161 -0.055
H 0.132 -0.056 0.066
H -0.083 0.119 0.093
H -0.069 -0.096 0.118
H -0.048 0.088 -0.128
H 0.120 -0.033 -0.042
H -0.107 -0.109 -0.017
H -0.028 0.051 -0.127
H 0.049 0.067 -0.180

[11]
The following is a quantum chemistry calculation of one molecule with the formula C6H9N, from OMol25.

Summary:
* Kohn-Sham gap: 8.23 eV
* relative energy (zero: lowest compared OMol25 entry of this formula, charge and spin): 61.3 kcal/mol

Element x y z (Å)
C 1.101 0.401 1.468
C 0.153 -0.207 0.485
C -0.249 0.332 -0.757
C 0.274 1.642 -1.285
C -1.177 -0.496 -1.397
C -1.304 -1.654 -0.459
N -0.456 -1.367 0.710
H 1.915 0.902 0.936
H 1.526 -0.328 2.164
H 0.576 1.168 2.049
H -0.079 1.766 -2.312
H 1.372 1.688 -1.296
H -0.083 2.500 -0.702
H -0.934 -2.550 -0.975
H -2.338 -1.847 -0.149
H -0.296 -1.951 1.518

Atomic forces in eV per Å
C 0.045 0.013 -0.015
C -0.081 -0.171 0.085
C -0.121 -0.005 -0.164
C 0.003 0.064 -0.040
C 0.282 0.011 0.410
C -0.073 -0.073 -0.098
N 0.144 0.214 -0.064
H -0.124 -0.078 0.082
H -0.118 0.073 -0.125
H 0.059 -0.095 -0.083
H 0.048 -0.004 0.145
H -0.170 -0.028 0.005
H 0.053 -0.109 -0.062
H -0.059 0.046 0.111
H 0.139 0.060 -0.048
H -0.029 0.082 -0.139

[12]
The following is a quantum chemistry calculation of one molecule with the formula C6H9N, from OMol25.

Summary:
* Kohn-Sham gap: 8.97 eV
* relative energy (zero: lowest compared OMol25 entry of this formula, charge and spin): 54.4 kcal/mol

Element x y z (Å)
C 0.253 1.876 0.827
C -0.433 -0.177 -1.587
C -0.308 -1.053 -0.362
C -1.244 -2.211 -0.200
C 0.622 -0.578 0.489
C 1.021 0.799 0.033
N 0.428 0.789 -1.309
H -0.774 1.522 0.987
H 0.193 2.804 0.249
H 0.683 2.109 1.803
H -0.911 -2.945 0.539
H -1.412 -2.699 -1.165
H -2.221 -1.830 0.134
H 1.000 -1.030 1.405
H 2.104 0.983 -0.012
H 0.544 1.599 -1.906

Atomic forces in eV per Å
C -0.054 0.177 0.129
C 0.550 0.254 0.508
C 0.030 -0.078 0.044
C 0.023 -0.068 -0.003
C -0.266 0.041 -0.195
C -0.111 -0.207 -0.104
N -0.353 -0.013 -0.239
H 0.257 0.087 -0.091
H 0.147 -0.092 0.145
H 0.108 -0.134 -0.111
H 0.046 0.101 -0.107
H 0.063 0.013 0.179
H 0.195 -0.072 -0.108
H -0.299 0.175 -0.138
H -0.261 0.004 0.056
H -0.074 -0.187 0.034

[13]
The following is a quantum chemistry calculation of one molecule with the formula C6H9N, from OMol25.

Summary:
* Kohn-Sham gap: 7.62 eV
* SMILES string: CC1=C=C[C@@H](C)N1
* relative energy (zero: lowest compared OMol25 entry of this formula, charge and spin): 71.5 kcal/mol

Element x y z (Å)
C -0.576 -1.096 2.180
C -0.629 -0.380 0.870
C -1.349 0.861 0.632
C -0.981 1.086 -0.665
C 0.005 0.112 -1.254
C 1.360 0.829 -1.418
N 0.047 -0.860 -0.173
H -0.909 -0.408 2.957
H 0.431 -1.458 2.411
H -1.254 -1.957 2.175
H -1.262 1.942 -1.282
H -0.322 -0.371 -2.184
H 1.974 0.416 -2.219
H 1.912 0.766 -0.477
H 1.196 1.888 -1.628
H 0.582 -1.717 -0.188

Atomic forces in eV per Å
C -0.031 0.016 0.049
C 0.098 -0.274 0.093
C 0.197 -0.219 -0.382
C -0.179 0.166 0.007
C -0.071 0.067 0.080
C 0.144 0.043 -0.097
N -0.059 0.152 0.223
H 0.029 -0.108 -0.100
H -0.118 0.016 -0.076
H 0.023 0.085 -0.033
H 0.002 -0.104 0.156
H -0.017 0.169 0.139
H -0.018 -0.089 0.070
H -0.057 0.062 -0.104
H 0.050 -0.168 -0.094
H 0.008 0.186 0.068

[14]
The following is a quantum chemistry calculation of one molecule with the formula C6H9N in a non-equilibrium geometry, from OMol25.

Summary:
* Kohn-Sham gap (spin up / spin down): 8.46 / 8.44 eV
* relative energy (zero: lowest compared OMol25 entry of this formula, charge and spin): 106.9 kcal/mol

Element x y z (Å)
C -1.721 0.989 0.592
C -0.367 0.573 0.036
C 0.107 -0.841 0.476
C 0.791 -1.443 -0.754
C 1.770 -0.492 -1.349
C 0.637 1.598 0.369
N 1.403 2.417 0.656
H -2.019 1.951 0.168
H -1.672 1.076 1.680
H -2.464 0.234 0.320
H -0.757 -1.437 0.792
H 0.793 -0.779 1.329
H 1.408 -2.332 -0.519
H 0.029 -1.765 -1.478
H 2.326 -0.098 -0.468
H -0.441 0.560 -1.060

Atomic forces in eV per Å
C -0.144 0.033 0.097
C -0.063 0.065 -0.013
C 0.001 0.060 0.028
C 0.019 0.084 -0.234
C 0.196 -0.510 0.331
C 0.642 0.735 0.265
N -0.739 -0.804 -0.265
H -0.041 -0.110 0.146
H -0.105 0.002 -0.082
H 0.044 0.130 0.076
H 0.120 0.108 -0.137
H -0.109 0.049 -0.164
H -0.012 0.119 0.047
H 0.187 -0.013 0.054
H 0.065 -0.037 -0.314
H -0.061 0.089 0.163

[15]
The following is a quantum chemistry calculation of one molecule with the formula C6H9N in a non-equilibrium geometry, from OMol25.

Summary:
* Kohn-Sham gap: 10.39 eV
* relative energy (zero: lowest compared OMol25 entry of this formula, charge and spin): 74.3 kcal/mol

Element x y z (Å)
C -1.487 -1.071 0.055
C -2.394 1.277 -0.246
C 0.970 -0.216 0.033
C -0.161 -1.257 0.182
C 0.615 0.717 1.166
C 0.815 0.372 -1.420
N -2.132 0.130 -0.073
H -2.275 -1.759 0.211
H -0.033 -2.316 0.466
H 1.874 -0.640 0.244
H -0.092 1.477 0.930
H 0.297 0.108 1.972
H 1.524 1.416 1.441
H -0.070 1.089 -1.297
H 1.768 1.022 -1.547
H 0.780 -0.349 -2.118

Atomic forces in eV per Å
C 0.535 0.411 0.620
C 0.058 -2.113 0.377
C -4.636 -0.043 -1.178
C -0.946 -1.247 -0.381
C 3.323 2.776 0.023
C 1.689 4.812 4.660
N 0.062 3.831 -1.079
H 0.128 -1.637 0.190
H 0.777 0.533 -0.335
H 2.430 -1.334 0.147
H -1.031 0.085 -0.311
H -0.140 -0.029 1.255
H -1.361 -1.643 -0.130
H 1.198 -1.205 -1.036
H -1.625 -0.881 -0.257
H -0.460 -2.315 -2.565

| no. | M (g mol⁻¹) |
| --- | --- |
| 1 | 95.1 |
| 2 | 95.1 |
| 3 | 95.1 |
| 4 | 95.1 |
| 5 | 95.1 |
| 6 | 95.1 |
| 7 | 95.1 |
| 8 | 95.1 |
| 9 | 95.1 |
| 10 | 95.1 |
| 11 | 95.1 |
| 12 | 95.1 |
| 13 | 95.1 |
| 14 | 95.1 |
| 15 | 95.1 |